Model A:
The following is a quantum chemistry calculation of one molecule with the formula C4H3ClOS, from the Open Molecules 2025 dataset.

E_LUMO (spin up / spin down) = -2.59 / -2.75 eV
gap between HOMO and LUMO (spin up / spin down) = 5.5 / 5.3 eV

Atoms and positions in Å:
C (-0.59, 0.16, 0.40)
C (-0.37, -1.26, 0.43)
C (-0.09, 1.30, -0.14)
C (0.48, -1.93, -0.41)
O (1.25, 3.00, -1.30)
S (1.06, 1.56, -1.37)
Cl (0.82, -3.55, -0.16)
H (-1.24, 0.29, 1.20)
H (-0.95, -1.87, 1.12)
H (-0.38, 2.30, 0.24)

Model B:
The following is a quantum chemistry calculation of one molecule with the formula C4H3ClOS, from the Open Molecules 2025 dataset.

SMILES string = O=C=C[C@@H](Cl)C=S
E_LUMO = -0.54 eV
gap between HOMO and LUMO = 8.6 eV

Atoms and positions in Å:
C (-0.95, 0.29, 0.30)
C (0.00, -0.04, -0.66)
C (-0.87, 1.05, 1.35)
C (1.20, -0.93, -0.34)
O (-0.85, 1.82, 2.27)
S (1.36, -1.52, 1.10)
Cl (0.85, 1.36, -1.40)
H (-1.87, -0.24, 0.10)
H (-0.49, -0.50, -1.50)
H (1.62, -1.29, -1.22)

Top of the stability list: model B, leading by 77.3 kcal/mol.